Record 1
This record from OMol25 describes C23H32HoN6O2S4 as an isolated structure at a distorted geometry. The level of theory is ωB97M-V/def2-TZVPD.

```
68
Properties=species:S:1:pos:R:3
Ho -1.556 -0.139 -1.154
C 1.750 -3.966 2.170
C 1.659 -2.565 2.769
N 2.045 -1.525 1.819
C 3.479 -1.348 1.551
C 3.951 -2.000 0.252
C 1.153 -0.822 1.117
S -0.538 -1.036 1.338
N 1.652 0.133 0.306
C 1.276 0.381 -0.915
O 0.494 -0.363 -1.621
C 1.861 1.592 -1.554
C 1.166 2.217 -2.589
C 1.688 3.351 -3.189
C 2.915 3.851 -2.776
C 3.615 3.224 -1.753
C 3.088 2.100 -1.139
H 1.324 -4.694 2.860
H 2.782 -4.253 1.972
H 1.190 -4.003 1.234
H 2.311 -2.479 3.640
H 0.641 -2.368 3.086
H 4.012 -1.777 2.399
H 3.684 -0.278 1.524
H 3.851 -3.083 0.299
H 5.000 -1.759 0.078
H 3.369 -1.630 -0.590
H 0.215 1.812 -2.918
H 1.149 3.844 -3.988
H 3.335 4.724 -3.259
H 4.575 3.611 -1.438
H 3.617 1.605 -0.335
N -0.729 -3.184 -3.273
C -1.585 -3.466 -2.274
N -2.059 -2.572 -1.444
C -2.918 -3.142 -0.515
C -3.084 -4.477 -0.643
S -2.143 -5.083 -1.957
C -3.589 -2.270 0.447
C -4.310 -2.673 1.517
S -4.995 -1.319 2.330
C -4.261 -0.273 1.157
N -3.550 -0.894 0.257
N -4.409 1.078 1.216
H -0.526 -2.222 -3.482
H -0.451 -3.893 -3.925
H -3.701 -5.139 -0.060
H -4.470 -3.673 1.883
H -5.178 1.435 1.756
H -4.200 1.581 0.368
C -2.688 0.381 -3.253
H -2.057 0.433 -4.151
H -3.266 1.314 -3.262
H -3.424 -0.408 -3.468
O -1.576 1.896 -0.123
S -1.707 3.150 0.725
C -0.186 4.093 0.391
C 0.874 3.521 1.320
C 0.181 3.362 2.670
C -1.140 2.651 2.395
H -0.412 5.138 0.615
H 0.036 3.986 -0.671
H 1.741 4.178 1.382
H 1.204 2.547 0.952
H -0.004 4.343 3.113
H 0.788 2.788 3.370
H -1.924 2.888 3.113
H -1.034 1.567 2.326
```

Computed properties:
multiplicity = 5
electronic energy = -3915.41476 Ha
total charge = +1
<S²> = 6.004
Kohn-Sham gap (alpha / beta) = 8.029 / 8.002 eV

Atomic partial charges in e from the Löwdin method, atoms 1 to 5: 1.39 -0.06 -0.23 -0.11 -0.18

Record 2
This record from OMol25 describes C23H32N2O4 in the gas phase. The level of theory is ωB97M-V/def2-TZVPD.

```
61
Properties=species:S:1:pos:R:3
C -8.691 -0.846 0.107
H -9.345 -1.714 0.081
H -8.893 -0.297 1.024
H -8.931 -0.213 -0.743
C -7.239 -1.301 0.055
C -6.219 -0.199 0.084
C -6.550 1.109 0.153
C -5.565 2.169 0.180
O -5.813 3.349 0.241
O -4.250 1.794 0.131
C -3.873 0.497 0.060
C -2.501 0.244 0.013
C -2.065 -1.081 -0.062
C -2.988 -2.126 -0.087
C -4.337 -1.858 -0.040
C -4.816 -0.548 0.033
H -5.030 -2.683 -0.061
H -2.658 -3.150 -0.142
O -0.714 -1.244 -0.105
C -0.180 -2.545 -0.201
H -0.533 -3.057 -1.106
H -0.455 -3.155 0.670
C 1.353 -2.496 -0.267
O 1.998 -3.519 -0.369
N 1.868 -1.264 -0.205
H 1.234 -0.484 -0.113
C 3.290 -0.986 -0.246
C 3.616 -0.004 -1.382
H 4.526 -0.332 -1.885
H 2.814 -0.039 -2.122
C 3.817 1.452 -0.923
N 4.728 1.558 0.211
H 5.590 2.019 -0.047
C 5.012 0.398 1.042
C 3.758 -0.474 1.123
H 3.944 -1.322 1.783
H 2.963 0.123 1.573
C 5.337 0.934 2.446
H 6.228 1.555 2.412
H 4.513 1.542 2.810
H 5.509 0.116 3.140
C 6.219 -0.421 0.551
H 7.108 0.208 0.528
H 6.057 -0.821 -0.445
H 6.407 -1.252 1.225
C 2.474 2.092 -0.530
H 1.773 2.051 -1.360
H 2.638 3.133 -0.264
H 2.036 1.597 0.330
C 4.395 2.249 -2.098
H 5.354 1.839 -2.408
H 3.719 2.218 -2.950
H 4.538 3.288 -1.810
H 3.760 -1.952 -0.457
C -1.501 1.358 0.041
H -2.005 2.318 0.072
H -0.868 1.312 -0.844
H -0.861 1.263 0.917
H -7.571 1.449 0.194
H -7.081 -1.884 -0.858
H -7.043 -1.965 0.902
```

Computed properties:
multiplicity = 1
electronic energy = -1306.14480 Ha
SMILES = CCc1cc(=O)oc2c(C)c(OCC(=O)NC3CC(C)(C)NC(C)(C)C3)ccc12
ΔE to the lowest compared entry with this formula, charge and spin = 19.18 kcal/mol
Kohn-Sham gap = 8.753 eV

Atomic partial charges in e from the Löwdin method, atoms 1 to 5: -0.10 0.07 0.08 0.08 -0.20

Record 3
This record from OMol25 describes C23H32N4O4S in the gas phase at a distorted geometry. The level of theory is ωB97M-V/def2-TZVPD.

```
64
Properties=species:S:1:pos:R:3
C -1.182 -4.546 3.587
C -1.170 -3.235 2.814
H -0.711 -2.446 3.419
H -2.179 -2.939 2.520
O -0.455 -3.362 1.588
C 0.881 -3.207 1.654
O 1.475 -2.862 2.658
N 1.490 -3.488 0.480
C 0.793 -3.440 -0.786
H -0.242 -3.745 -0.640
C 0.870 -2.015 -1.359
H 0.843 -2.062 -2.447
C 2.161 -1.304 -0.907
N 1.980 -0.568 0.330
C 1.774 0.759 0.362
O 1.750 1.443 -0.645
C 1.653 1.361 1.769
C 0.772 0.538 2.714
H 1.206 -0.433 2.955
C -0.612 0.352 2.081
N -0.939 1.466 1.211
C -1.321 1.210 -0.063
O -1.405 0.064 -0.491
C -1.749 2.366 -0.875
C -2.672 3.341 -0.523
C -2.873 4.109 -1.674
C -2.067 3.581 -2.689
N -1.394 2.514 -2.190
C -0.468 1.697 -2.933
C -1.183 0.536 -3.619
H -1.632 -0.107 -2.867
H -1.964 0.907 -4.280
H -0.473 -0.043 -4.204
H 0.295 1.325 -2.247
H 0.016 2.337 -3.676
C -2.165 4.284 -3.911
C -3.037 5.317 -3.804
S -3.767 5.481 -2.234
H -3.317 6.020 -4.565
H -1.631 4.043 -4.813
H -3.157 3.448 0.427
C -0.462 2.738 1.700
H -0.828 2.855 2.726
C 1.078 2.780 1.669
H 1.414 3.214 0.726
H 1.443 3.401 2.487
H -0.869 3.545 1.095
H -1.381 0.270 2.860
H -0.649 -0.551 1.467
H 0.686 1.089 3.654
H 2.674 1.409 2.164
H 1.982 -1.092 1.190
C 3.288 -2.323 -0.736
H 3.431 -2.835 -1.688
C 2.928 -3.332 0.366
H 3.303 -3.011 1.340
H 3.369 -4.310 0.140
H 4.220 -1.818 -0.482
H 2.435 -0.552 -1.655
H 0.014 -1.425 -1.030
H 1.280 -4.156 -1.453
H -1.786 -4.436 4.483
H -0.168 -4.813 3.876
H -1.597 -5.342 2.973
```

Computed properties:
multiplicity = 1
electronic energy = -1813.88095 Ha
SMILES = CCOC(=O)N1CCC(NC(=O)C2CCN(C(=O)c3cc4sccc4n3CC)CC2)CC1
ΔE to the lowest compared entry with this formula, charge and spin = 28.18 kcal/mol
Kohn-Sham gap = 8.382 eV

Atomic partial charges in e from the Löwdin method, atoms 1 to 5: -0.06 -0.22 0.11 0.13 0.00

Record 4
This record from OMol25 describes C23H32N4PRuS5 as an isolated structure. The level of theory is ωB97M-V/def2-TZVPD.

```
66
Properties=species:S:1:pos:R:3
Ru -1.862 -0.699 -0.613
C -0.781 0.564 1.536
C -2.232 0.302 1.206
N -3.400 0.099 -1.233
C -4.692 -0.289 -0.672
C -4.545 -1.691 -0.160
C -5.586 -2.561 0.094
C -5.293 -3.903 0.304
C -3.977 -4.338 0.216
C -2.981 -3.403 0.015
C -1.524 -3.738 -0.049
N -0.701 -2.646 -0.663
C 0.592 -2.596 0.096
C 0.338 -1.704 1.293
N -0.155 -0.469 0.687
N -3.265 -2.102 -0.106
H -0.540 0.468 2.596
H -0.440 1.535 1.182
H -2.850 1.178 1.061
H -2.716 -0.409 1.873
H -3.432 0.949 -1.782
H -5.446 -0.277 -1.463
H -5.038 0.403 0.104
H -6.608 -2.208 0.072
H -6.090 -4.612 0.482
H -3.726 -5.387 0.303
H -1.344 -4.692 -0.545
H -1.183 -3.853 0.981
H -0.484 -2.885 -1.626
H 1.359 -2.172 -0.548
H 0.901 -3.602 0.382
H 1.242 -1.523 1.878
H -0.423 -2.129 1.950
H 0.642 -0.092 0.148
C 3.548 1.675 -1.484
P 3.069 0.291 -0.382
C 3.847 -1.100 -1.298
C 4.186 0.503 1.041
C 3.621 0.749 2.291
C 4.422 0.928 3.411
C 5.801 0.857 3.288
C 6.376 0.613 2.047
C 5.575 0.439 0.930
H 4.634 1.765 -1.535
H 3.138 2.618 -1.121
H 3.166 1.489 -2.489
H 4.836 -0.834 -1.674
H 3.226 -1.367 -2.157
H 3.955 -1.974 -0.655
H 2.542 0.814 2.390
H 3.972 1.124 4.376
H 6.430 0.994 4.158
H 7.453 0.560 1.950
H 6.042 0.254 -0.030
C -2.757 4.932 -0.280
S -2.224 3.239 -0.595
C -1.053 3.433 -1.832
C -0.378 2.331 -2.396
S -0.481 0.672 -2.093
S 0.746 2.747 -3.650
C 0.506 4.470 -3.648
S 1.336 5.513 -4.545
S -0.650 4.980 -2.434
H -1.931 5.537 0.090
H -3.517 4.857 0.496
H -3.199 5.372 -1.172
```

Computed properties:
multiplicity = 2
electronic energy = -3541.29350 Ha
ΔE to the lowest compared entry with this formula, charge and spin = 8.52 kcal/mol
total charge = +2
<S²> = 0.778
Kohn-Sham gap (alpha / beta) = 7.024 / 5.486 eV

Atomic partial charges in e from the Löwdin method, atoms 1 to 5: 1.09 -0.23 -0.16 -0.20 -0.17

- What is the multiplicity in the first record?
  5

- Look up the electronic energy of the first one.
  -3915.41476 Ha

- Number 3 is which compound?
  C23H32N4O4S

- Which of these has the highest multiplicity?
  C23H32HoN6O2S4